C23H41IP2Tl | the ωB97M-V functional and the def2-TZVPD basis

XYZ file:
```
68
Properties=species:S:1:pos:R:3
Tl 2.62 1.12 3.07
C -1.68 -0.93 4.16
C -1.30 -2.01 3.32
C 0.52 -1.41 4.56
C -0.54 -0.56 4.92
C 0.07 -2.29 3.56
C -3.04 -0.36 4.30
H -3.58 -0.42 3.35
H -3.01 0.68 4.62
H -3.61 -0.93 5.05
C -0.48 0.51 5.95
H -1.41 1.10 5.97
H 0.35 1.21 5.79
H -0.34 0.07 6.95
C 1.87 -1.44 5.22
H 1.78 -1.90 6.21
H 2.28 -0.44 5.38
H 2.60 -2.02 4.64
C 0.86 -3.38 2.95
H 0.80 -4.28 3.58
H 1.92 -3.13 2.85
H 0.47 -3.65 1.96
C -2.19 -2.78 2.43
H -2.44 -3.75 2.90
H -1.72 -3.00 1.46
H -3.13 -2.25 2.24
C -0.81 2.19 0.79
C -1.89 1.39 0.96
C -2.33 0.31 0.02
C -1.24 -0.32 -0.93
C -0.03 -0.88 -0.30
C 1.10 -0.17 -0.13
C 1.32 1.27 -0.46
C 0.13 2.26 -0.37
H -3.15 0.72 -0.62
H -0.99 0.46 -1.68
H -2.77 -0.52 0.62
H -0.44 2.19 -1.31
H -0.49 2.79 1.65
H -2.44 1.43 1.91
H 0.57 3.27 -0.30
H 2.16 1.68 0.13
H 1.92 -0.64 0.43
H 1.71 1.31 -1.49
H -1.76 -1.15 -1.46
H -0.12 -1.91 0.07
P -0.25 1.37 -3.90
C -0.37 3.21 -4.03
C -1.57 0.99 -5.13
P 2.04 -0.44 -4.66
C 1.19 1.19 -5.05
C 1.47 -1.37 -6.15
C 3.69 0.01 -5.36
H 0.49 3.67 -3.52
H -1.29 3.54 -3.53
H -0.38 3.52 -5.08
H -1.49 1.60 -6.03
H -2.54 1.18 -4.68
H -1.55 -0.06 -5.42
H 3.60 0.36 -6.40
H 4.34 -0.87 -5.33
H 4.14 0.80 -4.75
H 1.90 2.02 -4.88
H 0.89 1.20 -6.12
H 2.02 -2.31 -6.20
H 1.65 -0.84 -7.08
H 0.41 -1.61 -6.09
I 3.51 3.40 4.49
```

Summary:
M = 710.82 g mol⁻¹
HOMO (alpha / beta) = -10.483 / -10.483 eV
E = -55879.4854 eV
charge = +1

C4H7NO2 | the ωB97M-V functional and the def2-TZVPD basis

XYZ file:
```
14
Properties=species:S:1:pos:R:3
C 1.23 -1.29 0.09
C 0.28 -0.13 -0.05
C 0.68 1.17 -0.60
O -0.09 0.26 -1.36
C -0.80 -0.12 0.97
O -0.75 -0.53 2.20
N -2.00 0.22 1.18
H 2.05 -1.18 -0.62
H 1.64 -1.33 1.11
H 0.71 -2.23 -0.11
H 0.16 2.08 -0.28
H 1.71 1.30 -0.93
H -2.70 0.94 -0.57
H -2.12 0.84 -1.03
```

Summary:
M = 101.10 g mol⁻¹
HOMO = -10.030 eV
E = -9840.9703 eV

C7H9N | the ωB97M-V functional and the def2-TZVPD basis

XYZ file:
```
17
Properties=species:S:1:pos:R:3
C -0.83 -0.24 -0.09
C -0.28 -0.72 -1.32
C 0.77 -1.60 -1.28
C 1.48 -1.70 -0.13
C 1.02 -1.09 1.00
C -1.23 2.10 0.17
C -0.20 1.83 1.04
H -1.76 0.23 -0.13
H -0.96 -0.65 -2.20
H 1.02 -2.20 -2.25
H 2.43 -2.28 -0.08
H 1.57 -1.27 1.93
H -1.19 1.69 -0.82
H -2.19 2.61 0.21
H 0.75 1.42 0.72
H -0.20 2.34 2.14
N -0.22 -0.47 1.08
```

Summary:
M = 107.16 g mol⁻¹
structure (SMILES) = c1ccncc1.C=C
HOMO = -8.409 eV
E = -8891.0050 eV

C5H6ClF | the ωB97M-V functional and the def2-TZVPD basis

XYZ file:
```
13
Properties=species:S:1:pos:R:3
C 0.83 2.06 0.47
C 0.26 1.27 -0.44
C 0.08 -0.96 -1.51
C -1.97 -1.80 2.15
C 0.67 -0.10 -0.69
F 1.76 -0.51 0.00
Cl -0.42 -2.21 1.85
H 0.49 3.06 0.64
H 1.65 1.72 1.08
H -0.56 1.61 -1.04
H 0.45 -1.96 -1.62
H -0.78 -0.67 -2.08
H -2.45 -1.49 1.19
```

Summary:
M = 120.55 g mol⁻¹
HOMO = -8.852 eV
E = -20517.1901 eV

C2H4O2S | the ωB97M-V functional and the def2-TZVPD basis

XYZ file:
```
9
Properties=species:S:1:pos:R:3
C 0.52 0.13 0.59
C -0.40 0.85 -0.40
H -0.03 -1.99 0.24
H 1.36 0.83 0.75
H 0.01 0.10 1.51
H -1.00 -0.70 -1.15
O -1.23 0.20 -1.20
O -0.38 2.05 -0.47
S 1.14 -1.46 0.13
```

Summary:
M = 92.12 g mol⁻¹
structure (SMILES) = O=C(O)CS
HOMO = -9.848 eV
E = -17068.9290 eV

C24H28N8NdO2PS2 | the ωB97M-V functional and the def2-TZVPD basis

XYZ file:
```
66
Properties=species:S:1:pos:R:3
Nd 0.31 0.16 0.13
O 1.22 3.67 2.39
C 0.45 2.83 2.01
O 0.74 1.60 1.65
C -1.06 3.13 1.92
P -1.78 2.15 0.53
C -1.44 3.26 -0.89
C -0.12 3.31 -1.35
C 0.22 4.07 -2.46
C -0.76 4.78 -3.13
C -2.07 4.74 -2.68
C -2.41 3.98 -1.57
C -3.58 2.28 0.72
C -4.34 1.35 0.05
C -5.80 1.39 0.12
C -6.43 2.37 0.89
C -5.68 3.29 1.58
C -4.22 3.26 1.50
H -1.22 4.21 1.81
H -1.52 2.80 2.85
H 0.67 2.76 -0.84
H 1.25 4.09 -2.80
H -0.50 5.37 -4.00
H -2.84 5.29 -3.20
H -3.44 3.94 -1.24
H -3.84 0.60 -0.55
H -6.38 0.67 -0.43
H -7.51 2.40 0.95
H -6.17 4.04 2.18
H -3.63 3.99 2.04
S -0.79 -2.21 -0.84
C -0.72 -1.57 -2.44
S -0.39 0.13 -2.63
C -0.92 -2.38 -3.55
C -0.63 -1.91 -4.86
N -0.32 -1.54 -5.91
C -1.40 -3.71 -3.41
N -1.83 -4.78 -3.31
N 2.19 -1.65 0.88
C 1.95 -2.85 1.71
C 1.58 -2.47 3.14
C 0.51 -1.39 3.22
C -0.85 -1.86 2.67
N -1.51 -0.75 1.96
H 2.52 -1.95 -0.03
H 2.96 -1.11 1.29
H 2.82 -3.50 1.74
H 1.14 -3.41 1.23
H 2.48 -2.11 3.65
H 1.26 -3.37 3.67
H 0.84 -0.52 2.65
H 0.41 -1.06 4.26
H -1.46 -2.25 3.49
H -0.71 -2.66 1.95
H -1.84 -0.06 2.64
H -2.32 -1.11 1.47
N 2.12 -0.10 -4.75
C 3.35 0.18 -4.37
N 4.35 0.13 -5.27
N 3.70 0.52 -3.13
C 2.96 0.52 -2.08
N 2.44 0.51 -1.03
H 1.89 -0.48 -5.66
H 1.35 -0.04 -4.09
H 4.17 -0.09 -6.23
H 5.28 0.39 -4.98
```

Summary:
M = 699.89 g mol⁻¹
HOMO (alpha / beta) = -7.660 / -7.671 eV
E = -87599.3372 eV
spin multiplicity = 4

C27H66ClFN7O8P3S | the ωB97M-V functional and the def2-TZVPD basis

XYZ file:
```
114
Properties=species:S:1:pos:R:3
C -0.86 -0.51 -3.99
C -1.10 -1.93 -4.54
C 0.18 -2.71 -4.84
F 1.20 -1.85 -5.22
C 0.68 -3.56 -3.64
C 1.07 -4.93 -4.19
O 1.19 -5.95 -3.20
C 0.01 -6.51 -2.83
C -0.30 -6.36 -1.37
O -0.70 -7.11 -3.58
O 1.74 -2.83 -3.06
C 2.20 -3.23 -1.79
C 1.65 -2.34 -0.67
C 0.13 -2.17 -0.68
C -0.34 -1.89 0.78
C -0.90 -3.18 1.37
C -1.59 -3.05 2.72
N -2.08 -4.37 3.18
C 3.78 -3.03 -1.78
Cl 4.16 -1.66 -2.90
O 4.27 -2.60 -0.55
C 4.59 -3.61 0.41
P 4.70 -4.49 -2.49
O 6.25 -4.12 -2.34
O 4.41 -4.42 -4.07
S 4.19 -6.21 -1.86
H -1.09 0.24 -4.74
H 0.17 -0.38 -3.66
H -1.50 -0.33 -3.13
H -1.76 -2.51 -3.91
H -1.60 -1.80 -5.50
H -0.01 -3.35 -5.69
H -0.17 -3.71 -2.97
H 0.27 -5.23 -4.87
H 1.96 -4.86 -4.81
H 0.09 -5.44 -0.95
H 0.16 -7.18 -0.81
H -1.38 -6.46 -1.24
H 1.95 -4.27 -1.55
H 2.09 -1.34 -0.78
H 1.93 -2.80 0.27
H -0.17 -1.31 -1.28
H -0.41 -3.06 -1.00
H 0.52 -1.53 1.35
H -1.14 -1.15 0.79
H -0.10 -3.94 1.41
H -1.64 -3.56 0.66
H -0.91 -2.63 3.46
H -2.49 -2.45 2.61
H -2.55 -4.83 2.41
H -1.27 -4.96 3.38
H 4.67 -3.11 1.37
H 3.81 -4.37 0.50
H 5.54 -4.08 0.21
H 6.34 -3.18 -2.11
H 4.97 -3.75 -4.48
O -0.95 0.18 3.85
P -0.78 1.57 4.39
N -0.03 1.29 5.90
C -0.69 1.09 7.17
C 1.27 0.63 5.82
N -2.43 2.05 4.41
C -3.14 2.52 5.58
C -3.34 1.30 3.54
N -0.24 3.17 4.28
C 0.42 3.94 5.32
C -0.72 3.98 3.17
H -0.04 1.43 7.98
H -0.95 0.03 7.36
H -1.60 1.68 7.27
H 2.01 1.29 5.35
H 1.22 -0.29 5.24
H 1.64 0.39 6.81
H -3.42 1.70 6.26
H -4.07 3.02 5.28
H -2.57 3.27 6.14
H -3.66 0.36 3.99
H -2.86 1.08 2.59
H -4.22 1.91 3.33
H -0.27 4.20 6.13
H 0.81 4.87 4.89
H 1.28 3.42 5.74
H -1.58 4.59 3.46
H -1.03 3.35 2.33
H 0.06 4.64 2.80
O -1.18 2.18 -2.22
P -1.26 3.67 -2.30
N 0.08 4.08 -3.29
C 1.42 4.37 -2.83
C 0.04 3.51 -4.63
N -1.13 4.04 -0.62
C -0.13 4.90 -0.03
C -1.47 2.95 0.30
N -2.10 5.10 -2.62
C -1.60 6.26 -3.33
C -3.34 5.33 -1.89
H 1.90 5.05 -3.54
H 2.05 3.48 -2.73
H 1.43 4.90 -1.88
H -0.78 3.96 -5.21
H -0.11 2.43 -4.61
H 0.97 3.71 -5.16
H 0.85 4.41 0.05
H -0.44 5.19 0.98
H -0.03 5.84 -0.58
H -0.63 2.25 0.44
H -2.32 2.39 -0.06
H -1.74 3.37 1.27
H -0.85 6.80 -2.74
H -2.42 6.95 -3.53
H -1.17 6.02 -4.30
H -3.16 5.96 -1.01
H -3.77 4.39 -1.55
H -4.08 5.82 -2.53
```

Summary:
M = 796.31 g mol⁻¹
structure (SMILES) = CC[C@@H](F)[C@@H](COC(C)=O)O[C@H](CCCCCN)[C@@](Cl)(OC)P(O)(O)=S.CN(C)P(=O)(N(C)C)N(C)C.CN(C)P(=O)(N(C)C)N(C)C
HOMO = -8.401 eV
E = -109821.0532 eV

C6H13NO2 | the ωB97M-V functional and the def2-TZVPD basis

XYZ file:
```
22
Properties=species:S:1:pos:R:3
C 0.89 1.58 -1.01
C 1.52 0.42 -0.10
C -0.42 0.95 -1.43
C 0.76 -0.69 -0.15
C -0.47 -0.53 -0.97
C -1.73 -0.91 -0.10
N 0.35 0.04 2.64
O -0.39 -1.46 -2.07
O -0.16 -1.14 2.33
H 0.88 2.51 -0.53
H 1.52 1.61 -1.95
H 2.49 0.45 0.43
H -0.49 0.71 2.92
H -1.19 1.50 -1.02
H -0.82 0.78 -2.46
H 1.05 -1.64 0.14
H -2.39 -1.47 -0.73
H -2.21 0.03 0.25
H -1.33 -1.54 0.75
H 0.68 0.52 1.77
H 0.97 0.01 3.45
H 0.49 -1.73 -2.15
```

Summary:
M = 131.18 g mol⁻¹
structure (SMILES) = C[C@]1(O)C=CCC1.[NH3+][O-]
HOMO = -8.808 eV
E = -12013.4284 eV

C5H3NO | the ωB97M-V functional and the def2-TZVPD basis

XYZ file:
```
10
Properties=species:S:1:pos:R:3
C -2.10 0.17 -1.89
C -1.15 0.25 -1.02
C -0.11 -0.12 -0.10
C 0.73 -1.19 0.01
O 1.63 -0.96 0.98
N 1.39 0.26 1.56
C 0.35 0.74 0.93
H -1.33 1.37 -1.17
H 0.81 -2.17 -0.45
H -0.11 1.66 1.25
```

Summary:
M = 93.08 g mol⁻¹
HOMO = -9.873 eV
E = -8765.5152 eV

C3H5IO | the ωB97M-V functional and the def2-TZVPD basis

XYZ file:
```
10
Properties=species:S:1:pos:R:3
C 1.86 -0.65 0.40
C 1.23 -1.52 -0.40
C -0.16 -1.44 -0.51
O -0.94 -0.78 0.15
I 5.90 0.23 -0.04
H 2.93 -0.62 0.58
H 1.35 0.15 0.97
H 1.74 -2.34 -0.94
H -0.48 -2.26 -1.15
H 4.71 1.11 0.58
```

Summary:
M = 183.98 g mol⁻¹
structure (SMILES) = C=CC=O.I
HOMO = -9.962 eV
E = -13338.4213 eV

C5H13NO4 | the ωB97M-V functional and the def2-TZVPD basis

XYZ file:
```
23
Properties=species:S:1:pos:R:3
C -0.54 2.19 -0.74
C -0.57 0.85 0.39
C -0.16 -0.31 -0.44
C -0.24 -1.62 0.76
C -0.18 -2.95 0.04
N 1.17 -0.30 -0.95
O -1.49 3.09 -0.25
O 0.74 2.73 -0.75
O 0.33 1.21 1.38
O 0.87 -1.46 1.64
H 1.03 2.75 0.18
H -1.34 3.96 -0.64
H 0.62 0.39 1.84
H 1.66 -1.59 1.10
H -0.76 1.90 -1.78
H -1.60 0.80 0.74
H -0.90 -0.55 -1.20
H -1.13 -1.55 1.39
H 1.21 0.06 -1.90
H 1.78 0.27 -0.38
H -1.12 -3.14 -0.48
H 0.63 -2.95 -0.69
H -0.02 -3.77 0.74
```

Summary:
M = 151.16 g mol⁻¹
structure (SMILES) = C[C@@H](O)[C@H](N)[C@@H](O)C(O)O
HOMO = -8.706 eV
E = -15074.9376 eV

C7H38O13 | the ωB97M-V functional and the def2-TZVPD basis

XYZ file:
```
58
Properties=species:S:1:pos:R:3
C 1.88 2.02 -0.08
C 0.84 1.96 -1.17
C -0.59 2.03 -0.54
C -0.93 3.27 -0.17
C -1.37 0.79 -0.23
C -0.47 -0.33 0.32
C -1.01 -1.40 0.85
H 2.48 1.10 0.15
H 2.70 2.59 -0.52
H 1.64 2.65 0.77
H 0.88 1.05 -1.78
H 1.02 2.77 -1.91
H -1.80 3.48 0.42
H -0.56 4.11 -0.71
H -1.74 0.46 -1.20
H -2.19 0.94 0.47
H 0.60 -0.25 0.17
H -0.59 -2.33 1.22
H -2.10 -1.49 0.79
H -2.31 -0.41 3.56
H -2.26 -1.94 3.25
O -1.80 -1.23 3.70
H 2.28 -1.72 1.73
H 3.72 -1.71 0.99
O 2.79 -1.47 0.94
H -1.14 -3.21 -2.02
H -0.48 -4.28 -1.09
O -0.31 -3.67 -1.82
H -0.03 1.98 3.39
H -1.13 1.18 4.18
O -0.19 1.23 4.00
H 1.28 -0.94 3.85
H 0.05 -1.56 3.28
O 1.01 -1.66 3.25
H 2.27 -1.46 -0.87
H 1.21 -2.54 -1.34
O 2.03 -2.07 -1.59
H -1.03 1.43 -4.02
H 0.02 0.62 -3.12
O -0.90 0.78 -3.30
H -3.55 2.04 2.67
H -2.16 2.70 3.08
O -2.61 1.88 2.82
H 1.06 -1.54 -4.56
H 1.77 -1.31 -3.04
O 1.16 -1.01 -3.77
H -0.53 -1.42 -3.64
H -1.98 -1.31 -3.16
O -1.36 -1.93 -3.59
H 1.31 1.82 -3.40
H 0.68 0.72 -4.39
O 0.86 1.67 -4.24
H 0.43 3.31 1.83
H -0.66 4.14 2.47
O 0.13 3.61 2.70
H 0.08 -4.83 2.07
H 1.23 -4.85 1.10
O 0.37 -4.44 1.25
```

Summary:
M = 330.37 g mol⁻¹
HOMO = -9.129 eV
E = -34490.4075 eV